Entry 1:
The following is a quantum chemistry calculation of C4H16F3O4V as an isolated structure at a distorted geometry, from OMol25.

```
28
Properties=species:S:1:pos:R:3:forces:R:3:nbo_charge:R:1
V -0.151133 -0.173249 0.415973 0.422 1.063 -1.271 1.2901
F -0.731309 1.610245 1.137409 0.106 -0.362 -0.032 -0.8169
F 0.379975 -1.925611 -0.383574 -0.164 0.184 0.021 -0.8137
F -0.666795 -1.394029 2.318481 -0.032 -0.093 0.435 -0.0298
C 2.529923 -1.004557 2.078242 -0.487 0.091 0.316 -0.2466
O 1.454277 -0.054187 1.907994 0.034 -0.523 0.523 -0.6928
H 3.357895 -0.710836 1.442834 0.102 -0.069 -0.113 0.1834
H 2.841305 -1.038668 3.121738 0.070 0.107 -0.014 0.1775
H 2.141158 -1.981282 1.811398 0.079 -0.034 -0.293 0.2200
H 1.380812 0.532140 2.669960 -0.152 0.049 -0.175 0.5068
C -3.542526 0.015030 0.768497 0.276 0.016 0.158 -0.2396
O -2.415420 -0.747957 0.330523 0.007 -0.268 0.397 -0.7216
H -3.624461 0.918994 0.167286 -0.141 -0.036 -0.100 0.1801
H -4.450531 -0.583619 0.737909 -0.083 0.054 -0.103 0.1705
H -3.355772 0.323505 1.794469 0.037 -0.003 0.002 0.2008
H -2.674902 -1.516291 -0.183189 -0.011 -0.021 0.018 0.4933
C -1.196702 -0.288875 -2.798865 -0.099 0.019 -0.316 -0.2552
O -0.966085 0.535245 -1.664355 -0.032 -0.060 -0.378 -0.7171
H -2.229066 -0.653306 -2.827261 0.070 -0.075 0.067 0.1628
H -1.011485 0.252858 -3.734189 0.027 0.002 0.129 0.1669
H -0.508480 -1.127308 -2.739714 -0.054 -0.113 0.150 0.2152
H -1.359118 1.398302 -1.818447 0.019 0.068 0.342 0.4899
C 2.681087 1.499132 -0.566406 0.165 0.050 -0.031 -0.2400
O 1.604413 0.611794 -0.807365 0.077 0.091 0.177 -0.7066
H 3.644385 0.976791 -0.597994 -0.073 0.017 0.006 0.1634
H 2.700567 2.314674 -1.294208 -0.040 -0.012 0.041 0.1729
H 2.538099 1.919983 0.423962 -0.061 0.012 0.022 0.1979
H 1.629891 0.291086 -1.711118 -0.062 -0.154 0.021 0.4884
```
Forces are in eV/Å.

As for the expectation value of S²: 6.006. As for the spin multiplicity: 5. For the frontier orbital gap (spin up / spin down), the calculation gives 6.43 / 5.92 eV. The value obtained for the energy relative to the best compared isomer or geometry (same formula, charge and spin) is 0.0 kJ/mol. Its HOMO energy (spin up / spin down) is -5.82 / -9.92 eV. As for the lowest unoccupied orbital energy (spin up / spin down): 0.6 / -4.0 eV. The charge is 0.


Entry 2:
The following is a quantum chemistry calculation of a 2-piece molecular cluster, C2H4N2O3 overall at a distorted geometry, from OMol25.

```
11
Properties=species:S:1:pos:R:3:forces:R:3:nbo_charge:R:1
C -0.080133 -0.425983 -0.540054 1.920 3.012 -1.693 -0.3237
C 1.181163 0.107746 0.720233 -2.946 1.261 0.561 -0.0269
N -1.318952 -0.519022 -0.131812 -2.986 0.834 1.117 0.2383
N 2.299143 -0.200910 0.486785 2.742 -1.429 -0.677 0.1520
O -2.149213 -1.172586 0.473728 1.853 0.653 -0.829 -0.2295
O 3.143958 -0.849608 -0.113102 -0.627 0.621 0.389 -0.3448
O -1.691521 1.536190 -0.030815 3.830 -0.969 0.719 -0.6974
H 0.009490 0.605572 -1.178887 -0.079 -2.985 1.389 0.2999
H 0.483856 -1.302742 -0.835757 -0.446 -0.377 -0.333 0.2465
H 0.690536 0.832835 1.361552 0.421 -0.171 0.049 0.2549
H -2.568325 1.388509 -0.211872 -3.683 -0.451 -0.691 0.4308
```
Forces are in eV/Å.

For the frontier orbital gap (spin up / spin down), the calculation gives 7.80 / 8.12 eV. The value obtained for the energy relative to the best compared isomer or geometry (same formula, charge and spin) is 1041.1 kJ/mol. Its HOMO energy (spin up / spin down) is -9.19 / -9.15 eV. As for the lowest unoccupied orbital energy (spin up / spin down): -1.4 / -1.0 eV. The charge is 0.


Entry 3:
The following is a quantum chemistry calculation of a 10-piece molecular cluster, C40H60O20 overall at a distorted geometry, from OMol25.

```
120
Properties=species:S:1:pos:R:3:forces:R:3:lowdin_charge:R:1
O -3.586696 -2.026783 4.975460 0.504 1.483 0.575 0.0964
C -4.016071 -1.114134 5.657051 -0.122 0.120 -3.211 -0.5301
C -4.035884 0.425362 5.456992 0.035 -1.099 0.435 -0.0517
C -5.316620 0.824630 6.199554 0.094 1.262 0.260 -0.1743
C -5.541423 -0.250148 7.244201 1.297 -0.642 -1.742 -0.0960
O -4.813453 -1.372054 6.623843 -2.662 -1.498 3.726 0.0289
H -3.145553 0.723456 6.010673 0.164 0.653 -0.475 0.1255
H -4.064267 0.656301 4.392116 0.488 0.200 0.279 0.1228
H -5.269075 1.762220 6.753431 0.341 0.310 -0.336 0.1097
H -6.143749 0.958823 5.502448 -0.079 -0.410 0.038 0.1143
H -5.024956 -0.049108 8.182788 -0.404 0.035 0.079 0.1274
H -6.603592 -0.480347 7.327222 0.325 -0.415 0.359 0.1270
O 3.622288 -1.640857 4.206097 0.638 0.533 -0.153 0.1184
C 4.403971 -0.744074 4.026829 -1.779 -0.569 0.180 -0.4644
C 5.842130 -0.840213 3.589316 0.254 1.747 0.467 -0.0659
C 6.369276 0.503124 4.158973 0.458 0.001 -0.216 -0.1571
C 5.148609 1.433832 4.066315 -0.035 -0.606 -0.152 -0.1521
O 3.996647 0.570499 4.219240 1.159 -0.783 -0.128 0.0021
H 6.369232 -1.722961 3.951270 -0.327 0.077 -0.117 0.1263
H 5.905797 -0.739727 2.505832 -0.225 -0.462 -0.104 0.1284
H 6.765124 0.358289 5.164170 -0.256 0.179 0.120 0.1123
H 7.173089 0.911799 3.546618 0.097 -0.045 0.104 0.1080
H 5.078706 2.237446 4.799411 0.124 -0.203 0.038 0.1240
H 5.120031 1.863160 3.064832 -0.121 0.149 -0.040 0.1198
O 9.317627 -3.561292 -5.338344 -0.226 -0.619 1.983 0.0803
C 9.382037 -3.791810 -4.130215 -0.871 -0.014 -3.930 -0.5453
C 8.734792 -4.896717 -3.378550 -0.597 -0.518 0.164 -0.0862
C 9.334556 -4.860300 -2.005411 1.194 -0.298 0.888 -0.1678
C 9.994753 -3.481194 -1.952518 -0.443 -0.149 -0.863 -0.0936
O 10.146071 -3.097562 -3.368066 1.750 1.512 2.674 0.0576
H 7.668425 -4.719478 -3.238759 -0.128 -0.339 -0.899 0.1373
H 9.035743 -5.777247 -3.946186 -0.840 -0.270 0.142 0.1357
H 8.648172 -4.986846 -1.168172 -0.197 0.037 -0.239 0.1165
H 10.084455 -5.641763 -1.882646 0.105 0.013 -0.046 0.1129
H 9.278974 -2.782852 -1.518825 0.471 0.303 0.183 0.1260
H 10.979856 -3.489080 -1.486046 -0.230 0.344 -0.058 0.1267
O -6.370356 -3.490124 -2.228219 -0.502 0.089 1.471 0.1113
C -6.705275 -3.821340 -1.111980 0.257 0.490 -2.003 -0.4683
C -6.388999 -5.116746 -0.438038 -1.171 0.665 1.466 -0.0476
C -7.585057 -5.098444 0.582101 0.203 -2.083 0.055 -0.1522
C -7.926431 -3.658776 0.857994 0.708 -0.828 1.004 -0.1925
O -7.443438 -2.999261 -0.288466 0.076 0.692 -0.967 0.0206
H -6.305378 -6.005470 -1.063563 -0.296 0.399 -0.151 0.1274
H -5.407751 -4.935286 0.000482 0.014 -0.208 0.462 0.1314
H -8.446717 -5.575034 0.114656 0.008 0.003 -0.386 0.1126
H -7.440098 -5.713462 1.470268 0.304 0.264 0.154 0.1123
H -8.980091 -3.509872 1.094039 -0.199 0.175 -0.883 0.1240
H -7.450909 -3.322802 1.779446 0.616 0.363 -0.206 0.1210
O 5.254432 10.198909 2.289537 0.011 -0.259 -0.568 0.1146
C 4.281595 9.864588 1.673118 -0.357 0.918 1.418 -0.4763
C 3.018177 10.741255 1.462470 0.825 -1.270 0.413 -0.0812
C 2.129800 9.795351 0.716209 -1.228 -0.005 -1.580 -0.1689
C 2.761981 8.360215 0.775448 0.386 1.457 -0.051 -0.1069
O 4.127064 8.637783 1.142945 0.185 -0.165 0.037 0.0120
H 2.496217 11.006309 2.381925 0.830 0.285 0.269 0.1247
H 3.366468 11.609951 0.903766 -0.374 0.067 0.133 0.1251
H 1.086837 9.875271 1.022697 0.074 -0.484 0.400 0.1083
H 2.068731 10.208386 -0.290646 0.173 -0.728 -0.479 0.1071
H 2.352140 7.704176 1.543397 -0.210 0.121 -0.082 0.1215
H 2.817235 7.850931 -0.186672 -0.308 0.055 0.107 0.1203
O -4.442586 5.744039 -0.863951 -3.055 -1.853 -1.027 0.0758
C -5.435050 5.065403 -1.173244 2.938 1.195 0.763 -0.4002
C -6.073293 4.811584 -2.558192 0.129 0.402 1.255 -0.0770
C -6.909678 3.619136 -2.209443 -1.777 -1.664 -0.511 -0.1703
C -7.257449 3.746986 -0.693029 -0.413 0.238 -2.244 -0.1624
O -6.065247 4.291177 -0.232684 1.431 1.249 1.098 0.0024
H -6.677608 5.671167 -2.848046 0.058 0.125 0.063 0.1260
H -5.340837 4.617500 -3.341741 0.099 0.161 0.302 0.1275
H -7.811311 3.519496 -2.813780 -0.121 0.218 -0.022 0.1117
H -6.356913 2.712364 -2.455032 0.150 -0.140 0.513 0.1179
H -8.069926 4.465601 -0.585522 -0.088 0.279 0.076 0.1202
H -7.584920 2.872508 -0.130742 0.657 -0.226 -0.259 0.1283
O 2.122101 -1.571483 -1.906766 -1.474 1.435 0.144 0.1029
C 1.224522 -0.798547 -1.603171 2.992 -1.956 1.042 -0.4778
C -0.184856 -1.112695 -1.361828 -2.265 -1.237 -0.233 -0.1068
C -0.893939 0.203971 -1.489878 0.322 -0.065 -1.227 -0.1563
C 0.224873 1.160627 -1.137101 -0.697 1.138 1.365 -0.1723
O 1.466423 0.477020 -1.242190 0.042 0.184 -1.226 0.0431
H -0.518042 -1.848781 -2.093443 -0.004 0.000 0.016 0.1339
H -0.499639 -1.515203 -0.399023 1.148 -0.349 0.295 0.1410
H -1.082480 0.276994 -2.560963 -0.623 0.555 0.045 0.1184
H -1.798085 0.306386 -0.889770 0.149 0.084 -0.205 0.1235
H 0.161250 2.061641 -1.747188 0.570 -0.052 -0.060 0.1245
H 0.159859 1.452294 -0.088860 -0.135 0.242 0.049 0.1259
O 0.943388 8.165049 6.090308 -1.904 0.489 0.353 0.1062
C -0.260993 8.274222 6.200872 0.836 -0.319 -0.464 -0.4384
C -1.321431 7.196789 5.932622 0.689 0.684 1.306 -0.0741
C -2.584729 7.972814 5.859856 -1.805 0.285 -3.706 -0.2092
C -2.329084 9.287037 6.525453 0.012 -0.433 1.692 -0.1606
O -0.902397 9.426498 6.579675 0.648 -0.218 -0.223 0.0207
H -1.009309 6.540783 5.120015 -0.318 -0.045 0.330 0.1348
H -1.495258 6.734242 6.904183 0.994 -1.018 -0.035 0.1320
H -2.852635 8.225559 4.833975 0.416 -0.073 -0.579 0.1139
H -3.484407 7.401185 6.087709 0.132 0.199 1.021 0.1209
H -2.757094 10.186995 6.083870 0.065 -0.278 -0.143 0.1311
H -2.719337 9.149676 7.533883 0.226 0.725 0.422 0.1225
O -1.814441 -4.882418 -8.027105 2.663 -1.623 -1.832 0.0742
C -0.680431 -5.128318 -8.493410 -4.943 1.892 1.769 -0.4890
C -0.223844 -5.822014 -9.720907 -0.364 -0.635 -0.163 -0.0728
C 1.074240 -5.122261 -9.999923 1.034 0.687 -1.138 -0.1677
C 1.486778 -4.541356 -8.661268 0.800 -0.491 -0.899 -0.1610
O 0.331636 -4.604714 -7.853478 1.847 0.891 1.180 0.0548
H -0.055452 -6.837038 -9.361082 0.008 -0.341 -0.377 0.1382
H -0.990329 -5.812904 -10.495837 0.207 -0.064 0.089 0.1348
H 1.922014 -5.682752 -10.393913 -0.402 -0.562 -0.057 0.1167
H 1.009619 -4.281837 -10.691008 -0.663 -0.127 -0.216 0.1164
H 2.309485 -5.162800 -8.307648 -0.125 0.298 0.824 0.1257
H 1.819240 -3.522434 -8.859683 -0.052 0.073 0.819 0.1298
O 0.518212 -7.332565 -0.315486 2.234 -1.584 -3.237 0.0677
C 1.173639 -7.874093 -1.239153 -1.970 0.886 3.947 -0.4708
C 0.744178 -8.206374 -2.614043 1.965 0.908 -1.339 -0.0486
C 2.174883 -8.383898 -3.309467 -1.480 -0.709 -0.780 -0.1520
C 2.999501 -9.001841 -2.201304 -1.101 0.909 -0.626 -0.1366
O 2.395183 -8.393420 -0.998981 1.465 -0.615 -0.215 0.0231
H 0.216262 -9.159425 -2.580969 -0.201 0.175 -0.192 0.1327
H 0.184395 -7.365712 -3.023957 -0.300 -0.458 -0.069 0.1271
H 2.114043 -9.074221 -4.150804 -0.155 -0.165 -0.013 0.1034
H 2.628871 -7.505533 -3.768240 -0.334 0.455 0.615 0.1117
H 2.879919 -10.082290 -2.281444 -0.158 -0.071 0.898 0.1206
H 4.049316 -8.778716 -2.391578 0.021 0.275 1.006 0.1217
```
Forces are in eV/Å.

For the frontier orbital gap, the calculation gives 9.98 eV. Its SMILES is O=C1CCCO1.O=C1CCCO1.O=C1CCCO1.O=C1CCCO1.O=C1CCCO1.O=C1CCCO1.O=C1CCCO1.O=C1CCCO1.O=C1CCCO1.O=C1CCCO1. The value obtained for the energy relative to the best compared isomer or geometry (same formula, charge and spin) is 466.9 kJ/mol. Its HOMO energy is -9.89 eV. As for the lowest unoccupied orbital energy: 0.1 eV. The charge is 0.